Entry 1:
C5H38N2O14 | the ωB97M-V functional and the def2-TZVPD basis

Positions of all 59 atoms, in Å:
O  -3.403  -3.236  -1.467
O  -2.421  -1.739  -3.353
O  -3.007  1.176  1.509
O  1.144  -1.227  5.068
O  -1.933  2.147  -1.518
O  0.179  3.660  -2.331
O  -2.257  -0.627  -0.579
O  3.832  2.106  1.976
O  3.593  0.524  3.791
O  2.429  2.365  -0.953
O  -0.561  2.102  0.760
O  0.219  -0.393  2.171
O  -1.810  0.792  -4.322
O  1.129  1.997  3.059
N  1.360  -1.336  0.492
N  -1.979  -2.133  1.905
C  -0.719  -2.448  1.346
C  1.051  -2.069  -1.939
C  1.548  -2.378  -0.527
C  0.305  -1.325  1.368
C  0.932  -0.584  -2.354
H  0.748  -1.436  4.208
H  0.277  1.712  0.993
H  -0.242  -3.206  1.982
H  4.021  2.424  1.091
H  1.728  -0.454  0.173
H  -0.931  0.410  -4.397
H  -2.405  -1.337  -4.210
H  -2.342  -1.236  1.635
H  1.108  -3.275  -0.082
H  -1.193  2.287  -0.891
H  2.853  2.216  -1.792
H  -2.249  0.190  -1.101
H  2.618  -2.631  -0.563
H  0.013  4.551  -2.007
H  1.559  0.099  -1.760
H  -2.506  -0.988  -2.762
H  -2.062  -2.114  2.913
H  -2.060  0.989  1.475
H  0.116  -2.548  -2.240
H  -2.769  2.302  -1.053
H  -2.908  -3.025  -2.265
H  -1.749  1.435  -3.618
H  -3.423  0.323  1.604
H  1.783  -2.508  -2.637
H  3.095  -0.150  4.258
H  -0.663  2.860  1.332
H  1.640  2.887  -1.175
H  -1.378  -1.009  -0.650
H  4.597  1.559  2.211
H  1.025  -0.273  5.072
H  3.104  1.351  3.716
H  -3.578  -2.435  -0.960
H  -0.728  3.315  -2.416
H  -0.802  -2.760  0.299
H  1.115  1.223  2.465
H  1.799  2.531  2.598
H  1.223  -0.451  -3.400
H  -0.065  -0.199  -2.152

E_HOMO in eV: -9.8
Kohn-Sham gap in eV: 9.59
Energy in a.u.: -1376.18390
Relative energy (zero: lowest compared OMol25 entry of this formula, charge and spin) in kJ/mol: 337.0
Multiplicity: 1

Entry 2:
C4H8O3 | the ωB97M-V functional and the def2-TZVPD basis

Positions of all 15 atoms, in Å:
O  -0.146  -1.221  -0.864
O  -0.005  1.200  -0.840
O  -1.931  0.043  -0.157
C  1.682  -0.031  0.422
C  0.684  -0.041  -0.805
C  -1.179  -1.115  0.059
C  -1.119  1.153  0.031
H  -0.773  -1.008  1.093
H  -1.701  2.065  -0.265
H  -0.769  1.227  1.052
H  1.113  0.028  1.337
H  2.415  0.786  0.274
H  1.281  -0.065  -1.697
H  2.211  -0.972  0.437
H  -1.764  -2.049  -0.077

E_HOMO in eV: -10.1
Kohn-Sham gap in eV: 11.07
Energy in a.u.: -382.89349
Relative energy (zero: lowest compared OMol25 entry of this formula, charge and spin) in kJ/mol: 187.3
Multiplicity: 1

Entry 3:
C21H17Cl5N9RhS2 | the ωB97M-V functional and the def2-TZVPD basis

Positions of all 55 atoms, in Å:
Rh  -0.626  0.268  0.067
Cl  1.493  -5.680  1.095
Cl  0.264  -1.461  -2.067
Cl  0.521  -4.597  -1.667
Cl  2.143  -3.694  3.413
Cl  1.653  -0.657  3.002
S  -2.498  -1.366  0.120
S  -1.661  1.200  1.999
N  0.953  2.146  0.309
N  -1.352  2.555  -4.791
N  -1.566  2.386  -3.486
N  -1.472  1.578  -1.568
N  -0.270  1.473  4.288
N  0.674  2.521  2.616
N  -2.506  3.022  -2.838
N  -2.522  -2.957  -2.001
N  -0.922  1.522  -2.759
C  1.310  -3.998  0.860
C  0.840  2.101  4.774
C  1.779  3.867  -1.126
C  1.368  2.569  -0.883
C  -3.747  -0.948  -2.281
C  1.008  3.000  1.330
C  0.731  -2.142  -0.547
C  -4.100  -1.343  -3.548
C  -0.365  1.714  2.968
C  -1.107  0.595  5.057
C  1.335  -1.735  1.710
C  -2.878  -3.372  -3.229
C  1.784  4.769  -0.074
C  0.887  -3.508  -0.385
C  1.418  4.323  1.185
C  -2.436  2.500  -1.626
C  1.573  -3.098  1.906
C  1.427  2.759  3.745
C  -2.930  -1.769  -1.486
C  0.867  -1.227  0.501
C  -3.656  -2.585  -4.035
H  -3.071  2.785  -0.814
H  2.077  4.174  -2.116
H  -1.648  1.150  5.823
H  -2.509  -4.338  -3.535
H  -4.725  -0.709  -4.159
H  -0.483  -0.157  5.539
H  -4.115  -0.027  -1.854
H  -0.437  2.268  -5.112
H  -1.830  0.103  4.410
H  2.316  3.358  3.742
H  -1.723  3.423  -5.155
H  1.414  4.990  2.032
H  -1.918  -3.551  -1.437
H  1.390  1.825  -1.669
H  1.133  2.030  5.804
H  2.093  5.789  -0.236
H  -3.943  -2.924  -5.016

E_HOMO (spin up / spin down) in eV: -13.6 / -13.6
Charge: +2
Kohn-Sham gap (spin up / spin down) in eV: 6.49 / 6.48
Energy in a.u.: -4510.57856
Relative energy (zero: lowest compared OMol25 entry of this formula, charge and spin) in kJ/mol: 213.6
Multiplicity: 1

Entry 4:
C24H36CaF3N6O6S3 | the ωB97M-V functional and the def2-TZVPD basis

Positions of all 79 atoms, in Å:
Ca  0.132  -0.158  -1.338
S  -3.214  0.218  1.572
S  3.189  1.204  -1.051
S  0.145  2.580  -1.899
F  -3.395  -0.795  -1.749
F  -2.228  -0.517  -3.574
F  -2.769  1.188  -2.297
O  -0.813  3.644  -2.007
O  2.783  1.620  0.274
O  2.239  0.219  -1.668
O  0.170  1.579  -2.973
O  4.557  0.761  -1.139
O  0.051  1.886  -0.579
N  -1.117  -2.261  -0.249
N  2.456  -2.653  -0.609
N  1.261  -0.773  1.052
N  -2.548  2.591  0.633
N  -3.468  2.699  2.680
N  0.444  -2.405  -2.817
C  1.598  -2.827  -3.639
C  1.752  3.363  -2.100
C  -0.501  -3.018  0.852
C  -5.759  2.618  5.571
C  -0.430  -2.245  2.164
C  0.188  -0.852  2.043
C  4.156  3.299  -2.446
C  -3.055  1.888  1.644
C  4.098  4.575  -2.999
C  -2.270  -0.111  -2.200
C  2.571  -1.316  1.453
C  -5.178  2.960  4.355
C  -5.201  1.614  6.349
C  -3.463  1.315  4.698
C  -4.048  0.972  5.906
C  3.000  2.693  -1.993
C  -1.455  -3.148  -1.376
C  -4.040  2.303  3.911
C  1.716  4.633  -2.645
C  3.181  -3.382  -1.642
C  2.890  5.242  -3.079
C  -0.234  -3.551  -2.183
C  2.968  -2.635  0.752
C  2.981  -2.688  -2.993
H  4.255  -3.437  -1.420
H  -6.654  3.131  5.901
H  2.380  -1.694  -0.920
H  2.849  6.241  -3.496
H  3.326  -0.577  1.201
H  0.760  5.131  -2.728
H  -3.592  0.198  6.512
H  2.593  -3.500  1.311
H  -2.170  -2.643  -2.019
H  4.064  -2.700  0.768
H  5.090  2.759  -2.354
H  0.509  -3.277  0.535
H  0.493  -4.042  -1.531
H  -0.548  -4.278  -2.940
H  1.597  -2.232  -4.553
H  2.822  -4.418  -1.703
H  0.151  -2.856  2.864
H  -1.433  -2.124  2.587
H  -2.121  2.113  -0.144
H  3.207  -1.628  -2.861
H  1.424  0.217  0.850
H  -5.660  1.331  7.289
H  -0.590  -0.157  1.727
H  -1.054  -3.951  1.029
H  3.705  -3.095  -3.704
H  1.463  -3.874  -3.937
H  5.005  5.046  -3.359
H  -1.969  -1.808  0.076
H  -3.659  3.652  2.420
H  0.529  -0.525  3.033
H  -5.623  3.733  3.737
H  -2.568  0.815  4.351
H  -2.364  3.577  0.704
H  -0.230  -1.924  -3.413
H  2.599  -1.462  2.538
H  -1.927  -4.071  -1.015

E_HOMO in eV: -5.3
Charge: -1
Kohn-Sham gap in eV: 7.82
Energy in a.u.: -3888.14245
Multiplicity: 1

Q: energy of number 4 (C24H36CaF3N6O6S3)?
A: -3888.14245 a.u.